Formula: C31H31BrHfN3O2
Source: OMol25
Level of theory: ωB97M-V/def2-TZVPD

Computed properties:
**Gap between HOMO and LUMO**: 7.6428 eV
**Net charge**: +1
**Relative energy (zero: lowest compared OMol25 entry of this formula, charge and spin)**: 0.00 kcal/mol
**Lowest unoccupied orbital energy**: -3.033 eV
**Maximum force**: 0.6 eV/Å

```
69
Properties=species:S:1:pos:R:3:forces:R:3
Hf 0.45492 -0.71540 0.11978 0.3 0.0 -0.5
C 3.14859 -1.35169 1.93360 0.0 0.0 0.0
N 2.33455 -0.15276 1.63296 -0.2 0.0 -0.1
C 1.74653 0.38744 2.89995 0.0 0.0 0.1
C 0.94844 -0.57409 3.77819 0.0 0.0 0.0
C -0.35973 -1.08042 3.18812 -0.1 0.0 0.0
N -0.10176 -1.81943 1.95681 0.0 0.0 -0.1
C -0.38293 -3.07131 1.85653 0.0 0.0 0.1
C -0.11552 -3.92786 0.72941 0.0 -0.1 -0.1
C -0.74113 -5.19035 0.75006 0.0 0.0 0.0
C -0.55325 -6.10237 -0.25759 0.0 0.0 0.0
C 0.30426 -5.77648 -1.30999 0.0 0.0 0.0
C 0.95461 -4.56182 -1.34906 0.0 0.0 0.0
C 0.75699 -3.60879 -0.34575 0.0 -0.2 0.1
O 1.41554 -2.45179 -0.41857 -0.1 0.2 0.1
C 3.26416 0.89279 1.08885 0.0 0.0 0.0
C 2.72193 1.89878 0.06993 0.0 0.0 0.0
C 1.30189 2.41392 0.24640 0.0 0.0 0.0
N 0.33628 1.33990 0.10558 -0.1 -0.3 0.1
C -1.01184 1.80656 -0.21987 0.0 0.1 0.0
C -2.10712 0.97700 0.44670 -0.1 0.0 0.1
C -2.97338 1.58216 1.35793 0.0 0.0 0.0
C -3.99150 0.87268 1.97285 0.0 0.0 0.0
C -4.16533 -0.47454 1.67667 0.0 0.0 0.0
C -3.31038 -1.10647 0.79126 0.0 0.1 0.0
C -2.28082 -0.38835 0.18592 0.0 0.0 0.1
O -1.37692 -1.03776 -0.59447 0.3 0.1 0.0
H 3.92220 -1.11784 2.67268 0.0 0.0 0.0
H 3.61796 -1.70558 1.01851 0.0 0.0 0.0
H 2.52271 -2.15511 2.31187 0.0 0.0 0.0
H 1.12303 1.24088 2.62938 0.0 0.0 0.0
H 2.57528 0.76586 3.50959 0.0 0.0 0.0
H 0.71131 -0.02248 4.69055 0.0 0.0 0.0
H 1.56512 -1.41842 4.09090 0.0 0.0 0.0
H -1.01161 -0.23574 2.93740 0.0 0.0 0.0
H -0.89726 -1.70969 3.90253 0.1 0.0 0.0
H -0.87619 -3.55589 2.70301 0.0 0.0 0.0
H -1.39034 -5.43333 1.58303 0.0 0.0 0.0
H -1.05190 -7.06043 -0.23143 0.0 0.0 0.0
H 0.47063 -6.49030 -2.10625 0.0 0.0 0.0
H 1.63237 -4.31652 -2.15546 0.0 0.0 0.0
H 4.08811 0.36395 0.61018 0.0 0.0 0.0
H 3.69410 1.42177 1.94509 0.0 0.0 0.0
H 2.79686 1.47165 -0.93121 0.0 0.0 0.0
H 3.40912 2.74763 0.08450 0.0 0.0 0.0
H 1.13283 3.18658 -0.51257 0.0 0.0 0.0
H 1.18634 2.91515 1.22033 0.0 0.0 0.0
H -1.10366 2.78724 0.26582 0.0 0.0 0.0
H -2.84970 2.63733 1.57514 0.0 0.0 0.0
H -4.65441 1.36893 2.66821 0.0 0.0 0.0
H -4.96911 -1.03204 2.13931 0.0 0.0 0.0
H -3.41731 -2.15565 0.54611 0.0 0.0 0.0
Br 1.24343 -0.19472 -2.53870 -0.1 0.1 0.1
C 0.88384 1.64816 -3.00983 0.0 0.0 0.0
C 1.81588 2.10064 -3.89829 0.1 -0.1 0.0
C 1.56035 3.22820 -4.69729 -0.1 0.1 0.0
C 0.30823 3.75662 -4.67915 0.1 0.0 0.0
C -0.67284 3.29940 -3.76267 0.0 0.0 0.0
C -1.98001 3.83146 -3.86264 0.0 0.0 0.0
C -2.94885 3.43568 -2.99512 0.0 0.0 0.0
C -2.58250 2.64727 -1.89308 0.0 0.0 0.0
C -1.31692 2.14605 -1.70436 0.0 0.0 0.0
C -0.36157 2.31839 -2.76825 -0.1 0.0 0.0
H 2.72758 1.53863 -4.05059 0.0 0.0 0.0
H 2.31748 3.58773 -5.37930 0.0 0.0 0.0
H 0.02792 4.54170 -5.36949 0.0 0.0 0.0
H -2.18604 4.54085 -4.65348 0.0 0.0 0.0
H -3.96484 3.79354 -3.08866 0.0 0.0 0.0
H -3.31471 2.50293 -1.10852 0.0 0.0 0.0
```
Forces are in eV/Å.

=====

Formula: C6H14N2O2
Source: OMol25
Level of theory: ωB97M-V/def2-TZVPD

Computed properties:
**Gap between HOMO and LUMO**: 10.0369 eV
**Relative energy (zero: lowest compared OMol25 entry of this formula, charge and spin)**: 52.98 kcal/mol
**Lowest unoccupied orbital energy**: 0.858 eV
**Maximum force**: 3.0 eV/Å

```
24
Properties=species:S:1:pos:R:3:forces:R:3
C 0.85681 0.39523 -1.55267 0.1 -0.2 0.3
C 0.43804 1.71212 -2.19337 0.0 -0.3 0.2
N 0.75044 0.48687 -0.10075 0.1 -1.4 0.4
N 2.24250 0.08616 -1.89506 0.1 0.0 -0.2
H 0.14764 -0.39041 -1.85672 0.1 0.1 0.0
H 1.29374 1.26856 0.25396 0.1 -0.4 0.2
H 0.88504 -0.44963 0.40140 0.6 2.1 -1.2
H 2.47430 -0.86828 -1.64082 0.0 0.1 0.0
H 2.39879 0.18805 -2.88952 0.0 -0.1 -0.1
H -0.59240 1.92746 -1.92142 0.0 0.0 0.0
H 1.08578 2.51883 -1.85239 0.1 0.1 0.0
H 0.50642 1.64141 -3.27833 0.0 0.0 0.0
C -0.43555 -0.92257 2.83909 0.2 0.2 -0.2
C -1.23703 0.28101 0.54849 -0.8 -2.5 1.5
C -0.85685 -1.08416 1.41073 -1.4 1.4 -0.8
C -1.20357 -2.25057 0.87556 0.4 0.3 -0.3
O -1.27454 1.34411 1.38673 0.1 0.4 0.5
O -1.92529 0.21097 -0.44303 0.2 0.1 -0.3
H -1.90083 1.99061 1.03048 0.1 -0.1 -0.2
H -1.16883 -0.33321 3.38937 0.0 0.0 0.0
H 0.50468 -0.37442 2.89019 0.1 0.0 0.2
H -0.32766 -1.88824 3.33404 0.1 0.0 -0.1
H -1.58065 -2.29987 -0.13499 -0.1 0.1 -0.1
H -1.08098 -3.19002 1.39904 0.0 0.0 0.1
```
Forces are in eV/Å.

=====

Formula: CH2N2O3S
Source: OMol25
Level of theory: ωB97M-V/def2-TZVPD

Computed properties:
**Gap between HOMO and LUMO**: 8.2649 eV
**Relative energy (zero: lowest compared OMol25 entry of this formula, charge and spin)**: 133.62 kcal/mol
**Lowest unoccupied orbital energy**: -0.481 eV
**Maximum force**: 8.6 eV/Å

```
9
Properties=species:S:1:pos:R:3:forces:R:3
C -0.47728 -1.10585 -1.32306 -1.4 -1.0 2.5
N -0.72408 -0.78562 -0.18891 2.5 -2.5 -7.8
N -0.89450 -0.00135 0.66517 -0.9 2.7 5.0
O -0.48185 1.74738 2.69795 -0.4 0.9 -1.1
O 1.19789 -0.03734 3.33079 -3.7 0.7 -0.7
O -0.87291 -0.80347 1.88446 0.2 2.1 1.4
S -0.27577 0.24111 3.20437 3.2 -1.3 -0.4
H -0.38297 2.21930 1.80266 0.1 -1.9 1.5
H 0.01025 -1.71914 -2.04449 0.2 0.4 -0.2
```
Forces are in eV/Å.

=====

Formula: C16H15FMgN2O6
Source: OMol25
Level of theory: ωB97M-V/def2-TZVPD

Computed properties:
**Gap between HOMO and LUMO**: 5.6765 eV
**Relative energy (zero: lowest compared OMol25 entry of this formula, charge and spin)**: 28.09 kcal/mol
**Lowest unoccupied orbital energy**: -1.560 eV
**Maximum force**: 0.6 eV/Å

```
41
Properties=species:S:1:pos:R:3:forces:R:3
Mg -1.06004 -0.21158 -0.36566 0.0 0.2 0.0
O -1.24418 -4.23670 0.71317 0.0 -0.1 0.0
C -0.86880 -3.10133 0.14640 0.2 0.0 0.0
O -1.63259 -2.31820 -0.36211 -0.2 0.1 -0.2
C 0.60589 -2.85279 0.19195 -0.1 -0.1 0.0
C 1.49341 -3.77179 0.72639 0.0 0.1 0.0
C 2.83815 -3.44163 0.72986 0.0 0.0 0.0
C 3.22346 -2.22325 0.19982 0.1 0.0 -0.1
C 2.25393 -1.37674 -0.32519 0.0 0.1 0.1
N 0.96143 -1.67992 -0.32767 -0.1 0.0 0.0
C 2.61717 -0.05566 -0.95725 0.0 0.1 0.1
O 3.56422 0.66403 -0.33476 -0.1 0.0 0.0
O 2.09959 0.32952 -1.96180 0.1 -0.1 -0.1
H -2.21073 -4.30256 0.65922 0.0 0.0 0.0
H 1.13203 -4.70331 1.13532 0.0 0.0 0.0
H 3.57171 -4.12236 1.13929 0.0 0.0 0.0
H 4.26952 -1.94902 0.16096 0.0 0.1 0.0
H 3.72701 0.33671 0.55930 0.0 0.0 0.1
N 0.05267 1.68926 -0.53360 -0.2 0.1 -0.5
C -1.08510 2.63402 -0.63404 0.1 -0.1 0.0
C -2.33558 1.96869 -1.24923 0.0 0.2 -0.1
O -3.35473 2.63048 -1.28403 0.0 0.0 -0.1
O -2.16102 0.76511 -1.68475 0.1 -0.4 0.4
H 0.74863 2.03549 0.11720 0.0 0.0 0.1
H 0.50099 1.64781 -1.44436 0.1 0.0 0.1
H -0.83499 3.49643 -1.25442 0.0 0.0 0.0
H -1.35048 3.00249 0.35421 0.0 0.0 0.0
F 3.50609 1.54780 3.84062 0.0 0.0 0.0
C 2.28073 1.16993 3.38747 0.0 0.0 0.0
C 1.33359 2.12867 3.09432 0.0 0.0 0.0
C 0.08677 1.72820 2.63055 0.1 0.1 -0.1
C -0.24051 0.38009 2.40899 0.0 -0.1 0.1
C -1.49177 -0.04764 1.76021 0.2 -0.1 0.2
C 0.74583 -0.55030 2.78792 -0.1 0.0 0.0
C 1.99233 -0.17523 3.26612 0.1 0.1 0.0
H 1.56540 3.17543 3.24394 0.0 0.0 0.0
H -0.65848 2.48774 2.42456 0.0 0.0 0.0
H -2.29394 0.68552 1.87170 0.0 0.0 0.0
H -1.84260 -0.99616 2.17917 0.0 0.0 0.0
H 0.51409 -1.60766 2.72939 0.0 -0.1 0.0
H 2.72852 -0.91128 3.56708 0.0 0.0 0.0
```
Forces are in eV/Å.

=====

Formula: C3H4N4O
Source: OMol25
Level of theory: ωB97M-V/def2-TZVPD

Computed properties:
**Gap between HOMO and LUMO**: 9.8468 eV
**Relative energy (zero: lowest compared OMol25 entry of this formula, charge and spin)**: 72.47 kcal/mol
**Lowest unoccupied orbital energy**: 0.437 eV
**Maximum force**: 3.6 eV/Å

```
12
Properties=species:S:1:pos:R:3:forces:R:3
C -1.18349 0.65928 0.00172 0.4 -1.8 0.5
C -0.34155 -1.35944 -0.17996 -3.4 -1.0 1.0
C 2.11742 0.10695 0.21552 1.5 0.3 -1.2
H -2.12886 2.26112 -0.30185 0.7 -0.3 0.4
H 0.31791 -2.19997 -0.15042 0.5 0.0 -0.4
H 1.97262 -0.63072 0.97818 0.1 0.0 0.9
H 3.11496 0.50203 -0.00114 -0.3 -0.4 -0.1
N -2.14973 -0.20059 0.09373 -1.0 0.1 -0.9
N -1.67258 -1.51528 -0.11161 2.5 2.0 0.5
N 0.01292 -0.06146 0.01590 -1.9 0.5 -1.6
N 1.16306 0.43024 -0.54719 1.3 1.3 1.0
O -1.22268 2.00784 -0.01289 -0.6 -0.7 -0.2
```
Forces are in eV/Å.

=====

Formula: C2H6O2Si
Source: OMol25
Level of theory: ωB97M-V/def2-TZVPD

Computed properties:
**Gap between HOMO and LUMO**: 9.8104 eV
**Relative energy (zero: lowest compared OMol25 entry of this formula, charge and spin)**: 57.83 kcal/mol
**Lowest unoccupied orbital energy**: 0.129 eV
**Maximum force**: 6.3 eV/Å

```
11
Properties=species:S:1:pos:R:3:forces:R:3
C 0.09710 -2.06155 -0.83615 0.7 -0.1 -2.6
C 0.07800 1.97165 0.05334 1.6 -1.2 6.0
O 0.81466 -0.72048 1.61658 -1.1 1.5 -0.9
O -0.23525 -0.97874 -1.25188 -0.6 1.3 1.5
Si -0.21400 0.23657 0.92305 0.2 -0.7 -0.4
H 0.06478 -2.83806 -1.56804 -0.4 -1.3 -0.5
H 0.63231 -2.25842 0.04232 0.3 0.1 2.0
H 0.99040 1.97123 -0.45297 1.7 0.0 -0.6
H -0.65308 2.13565 -0.60518 -3.2 1.0 -2.2
H 0.13860 2.71452 0.97720 -0.3 -1.2 -2.2
H -1.71351 -0.17237 1.10173 1.1 0.7 -0.2
```
Forces are in eV/Å.

=====

Q: Among the records above, which one has the lowest lowest unoccupied orbital energy?
A: C31H31BrHfN3O2